Record 1
ORCA calculation (ωB97M-V with the def2-TZVPD basis set) on a molecular structure, C11H7N4O5S5Tc.

Computed properties:
LUMO (alpha / beta) = 4.6 / 4.6 eV
spin multiplicity = 3
<S²> = 2.0145
net charge = -2

XYZ file:
```
33
Properties=species:S:1:pos:R:3:mulliken_charge:R:1
C 1.87720 0.38175 2.68473 0.09
S 3.22877 -3.16890 -2.03573 -0.19
S -1.51423 -1.67477 2.47215 -0.62
S 3.74998 -0.38089 -0.55398 -0.27
H 2.58977 1.77579 4.10442 0.37
N -1.84200 -0.60273 -0.52979 0.06
C 1.40345 1.60406 0.00368 0.39
C -0.29042 -0.59836 2.96207 0.28
C 1.77455 1.12641 3.82328 -0.91
C -2.89568 -0.39936 -1.33672 -0.53
O 1.14014 -1.16091 1.18575 -0.74
C 0.59601 1.01839 4.56937 0.00
O -4.45559 0.36065 -3.68073 -0.67
N -0.70816 -0.28231 -1.14017 0.25
Tc 1.39750 -0.36719 -0.70473 0.70
N 1.40130 2.68982 0.41399 -0.88
H 0.46121 1.59634 5.47593 0.33
S 4.17815 -2.41669 -0.39984 -0.17
C 0.13708 0.57351 -3.19167 1.19
O -0.08431 1.00249 -4.33918 -0.86
H -1.31454 0.05974 4.69856 0.35
H 2.73711 0.38196 2.02893 0.40
N 0.87681 -0.42904 2.26917 0.59
H -3.90327 -0.61010 -1.02432 0.50
C -1.01726 0.14400 -2.34968 -0.47
C -3.24518 0.46128 -3.70345 0.45
C -0.39394 0.17492 4.14523 -0.81
C -2.41488 0.09865 -2.53308 0.18
O 1.26905 0.46772 -2.63439 -0.68
O -2.59934 0.89567 -4.77227 -0.58
H -1.80128 -1.06123 0.39654 0.08
H -1.58803 0.92897 -4.62843 0.47
S 1.25001 -2.58963 -1.67564 -0.32
```

---

Record 2
ORCA calculation (ωB97M-V with the def2-TZVPD basis set) on 2 unconnected molecules or ions with the total composition C11H7N7O6.

Computed properties:
LUMO = -1.3 eV

XYZ file:
```
31
Properties=species:S:1:pos:R:3:mulliken_charge:R:1
H 0.50036 0.79100 1.40035 0.40
N 0.59953 3.89763 -2.09319 0.77
O -0.08256 4.90779 -2.12622 -0.68
C 1.63712 0.45308 -1.65619 -0.80
C 0.34746 2.54229 -2.01960 0.19
N -2.07268 0.00531 -1.38683 0.79
N 2.82341 -0.34624 -1.85082 0.93
C -0.76138 -1.88783 3.11106 1.19
O 3.77904 0.07642 -2.52444 -0.59
H -0.64409 -2.85358 -0.15882 0.40
N -1.16868 -2.29211 4.33785 -0.47
C -0.88002 1.83470 -1.84266 0.59
H -1.17231 -3.78176 2.10327 0.30
C 1.59330 1.88512 -1.91907 0.70
N 2.62113 2.78215 -1.97877 -0.50
C -0.85879 -2.74817 1.99545 -0.79
H -1.57910 -3.20437 4.47131 0.19
H -1.13734 -1.66837 5.12899 0.19
O 2.00898 4.00586 -2.07313 -0.17
N -2.18884 2.19567 -2.07680 -0.56
O -2.52401 -1.11057 -1.15196 -0.70
C 0.43906 -0.23203 -1.29762 0.04
C -0.55387 -2.24470 0.73633 -0.22
N -0.11195 -0.99522 0.56822 -0.22
C -0.23011 -0.59588 2.90844 -0.83
C 0.07534 -0.19026 1.61091 -0.31
O 2.83428 -1.48533 -1.31385 -0.61
H 0.43504 -1.32854 -1.34922 0.40
H -0.05337 0.07608 3.74374 0.31
C -0.76578 0.47745 -1.47098 0.25
O -2.90914 1.03441 -1.82578 -0.20
```

---

Record 3
ORCA calculation (ωB97M-V with the def2-TZVPD basis set) on a molecular structure, C11H80NO28.

Computed properties:
LUMO = -3.0 eV
net charge = +1

XYZ file:
```
120
Properties=species:S:1:pos:R:3:mulliken_charge:R:1
O -1.97966 -6.55607 -2.60316 -0.59
O 2.95176 -1.68941 5.84327 -0.62
O 0.55218 5.47689 -4.29617 -0.57
C -0.22536 0.42601 -0.92906 0.84
O 4.94922 -1.77487 3.05385 -0.67
H 0.86648 0.10835 -0.97708 -1.25
H -1.57400 4.57357 -1.69462 0.83
H -1.79443 -3.64759 -4.70833 0.29
O 0.85846 7.44450 -1.96465 -0.66
O -4.03143 -5.10410 -1.44185 -0.69
H -3.27791 -2.67740 -0.47238 0.73
H -0.96945 -3.69352 0.65224 -0.14
O -3.53311 3.50995 1.05567 -0.42
H 0.95029 -4.67302 1.08820 0.26
H 2.94844 -5.44286 -0.72049 0.29
O -1.35185 -3.07405 -4.04252 -0.56
H 0.69816 -4.69250 2.56388 0.22
C -0.72073 4.19831 -1.23384 -1.82
H 2.83434 -3.06941 4.62982 0.39
O 0.52335 2.80955 3.19715 -0.64
H 1.70841 -1.69811 3.24988 0.00
H 0.66363 1.60471 5.83117 0.41
H 4.64843 -0.98771 2.57629 0.40
H -2.92316 -2.42946 1.25874 0.24
O 4.05717 0.27058 1.21478 -0.81
O 1.99575 -1.00707 -2.59562 -0.48
H 2.65940 -3.58350 -2.48412 0.44
H 3.83206 -2.93606 3.65647 0.38
H -0.02704 5.17972 -1.61279 -0.46
H -4.01440 3.28106 0.28936 0.34
H 0.81584 6.16519 -4.91326 0.27
H 0.28695 7.86426 -2.69191 0.35
H 1.06211 -0.30452 -3.99084 0.50
H -4.97828 -5.17110 -1.77449 0.29
H 1.98194 -1.27584 0.98013 0.80
H -2.22261 -0.23817 0.86917 0.08
H -0.92208 -1.80746 4.19387 0.20
H -0.37148 0.46131 5.84004 0.37
H 1.02099 3.04396 -1.56652 -0.94
O 0.68250 0.32464 -4.66234 -0.78
H -2.35086 4.71621 -4.60783 0.31
O -0.04871 1.28475 6.25067 -0.79
H 2.41017 0.24711 -1.92099 -0.11
H -1.44711 -6.13299 1.58551 0.34
H 0.24723 1.91045 0.34734 -0.18
H -0.52085 -2.87298 -4.52601 0.32
O -5.68484 -0.97075 0.70079 -0.58
H -0.30274 2.35957 2.98187 0.41
H 3.61735 -2.13329 6.35571 0.28
H -3.63137 4.48552 0.78199 0.32
H -1.91168 -7.80295 1.46938 0.31
O 1.76976 1.98376 5.74769 -0.55
O -2.03273 -6.75365 1.06297 -0.65
H -1.98841 -0.21701 -3.96742 0.28
H -0.62107 0.15913 1.94278 0.35
H -1.95491 -1.85906 -3.60579 0.37
H 0.69273 5.88719 -3.52720 0.26
H -4.15762 -5.31035 -0.33731 0.35
H 5.19822 -1.35870 3.89039 0.33
C -2.53864 -2.30451 0.16005 -1.05
H -2.14009 7.09323 -1.55434 0.28
H 0.86953 -2.36178 -0.50152 -0.77
O 2.74339 -4.70807 -0.18261 -0.62
H -0.19771 2.37951 -2.53984 0.80
H -2.72242 5.92709 -3.78089 0.30
H 0.89537 3.83444 -3.98037 0.11
O -0.62231 -1.16204 4.73116 -0.57
H 2.72508 -0.45108 3.29034 1.31
H 3.18345 1.35792 -1.66187 0.82
H -0.76089 0.42486 -1.84117 1.02
N -0.62233 -0.71865 -0.05280 1.22
H -6.52522 -1.42847 0.94198 0.30
C 1.84746 -0.68908 2.90189 -1.84
H 2.74469 -1.28823 -3.05982 0.36
H 0.46591 3.70455 2.92740 0.23
O 0.29136 -4.78520 1.81962 -0.57
H 2.71987 -1.04744 6.61440 0.27
O 3.18344 -3.57859 3.82885 -0.63
O -2.92925 6.70088 -1.87647 -0.61
H 2.65604 1.76664 5.68681 0.30
O 3.07422 3.00755 -1.89224 -0.77
C -0.43479 1.80009 -0.47443 0.11
H 1.85026 3.09087 -4.51723 0.34
C 1.47181 -0.59386 1.44225 0.27
H -2.52607 -5.80253 -2.47611 0.28
C -2.13496 -0.86763 -0.08106 -0.89
H -0.57583 -1.43150 1.93233 0.34
H -1.54809 2.05356 -0.21040 -0.31
H -2.58397 3.29023 1.64982 0.25
H 0.19190 7.16479 -1.25189 0.31
H -1.00332 4.34376 -0.23639 0.72
H -3.40670 6.46694 -0.93823 0.30
C -1.36323 -3.08936 -0.23007 0.32
H 1.53172 2.29212 4.82765 0.33
C -0.06655 -0.64460 1.37044 -0.85
H -0.26965 -1.81278 -1.74454 0.11
H 2.19038 2.84595 -2.38217 0.64
H 2.59584 -4.06098 -0.95389 0.25
O -1.92830 2.77797 2.35761 -0.87
H 3.51892 0.43752 0.41031 0.28
H -1.64150 -3.94510 -0.95466 -0.27
H -2.59719 -0.64479 -0.96357 0.71
H -5.71597 -0.96866 -0.18312 0.28
H -0.24554 -1.78933 5.40423 0.30
H 1.02704 -4.03696 -2.83581 0.22
H -2.34539 2.06123 2.91883 0.21
H 3.82552 3.13901 -2.47427 0.30
H 1.20139 -0.09144 3.57330 0.21
H -1.53603 -6.43088 -3.46761 0.28
O -2.32694 -0.86963 -3.36570 -0.71
H 1.82568 -1.89557 -2.18822 -0.03
H 0.64324 1.20014 -4.13060 0.38
H 1.81893 0.49117 1.02865 -0.40
C -0.29827 -1.99149 -0.66891 0.78
C -0.07192 2.86001 -1.51764 0.89
O -3.11703 5.24184 -4.40684 -0.63
O 3.11193 0.53912 -1.27434 -0.73
O 1.66372 -3.32541 -2.33143 -0.62
H 3.86289 0.77295 2.01151 0.38
O 1.15170 2.91891 -3.93887 -0.56
```

---

Record 4
ORCA calculation (ωB97M-V with the def2-TZVPD basis set) on a molecular structure, C11H8Br4F6N2O2PSSeTi.

Computed properties:
LUMO (alpha / beta) = 4.0 / 4.0 eV
spin multiplicity = 2
<S²> = 0.7598
net charge = -2

XYZ file:
```
37
Properties=species:S:1:pos:R:3:mulliken_charge:R:1
C 0.77068 2.58970 -3.73958 -0.95
Br -4.96013 -0.13840 -1.63864 -0.17
H 1.24491 3.56039 -3.59300 0.36
H -3.38524 2.56848 0.00914 0.30
C -2.55328 -1.26878 -0.71033 0.56
C -2.39603 3.02075 -0.02948 -0.80
N -1.87769 2.85101 -1.37376 0.42
H 0.53080 2.43584 -4.79038 0.30
C -2.59496 2.44478 -2.47638 -0.51
C -2.32465 -3.48689 0.28322 -0.44
Br -1.17288 -4.77809 1.03938 -0.17
C -1.72953 -2.28880 -0.11305 0.70
C -4.49598 -2.72785 -0.44986 0.02
F 2.30781 0.44455 -1.47290 -0.38
P 2.57475 -1.01010 -2.19786 1.33
C -3.70198 -3.70656 0.11634 0.21
Se 0.77894 3.63486 -0.65507 -0.21
Ti -0.00374 -0.06830 -0.42057 0.71
F 0.91183 -1.05881 -2.36657 -0.40
H -1.73433 2.50043 0.66725 0.21
F 2.42187 -1.71505 -0.77130 -0.32
F 4.15603 -0.86596 -2.00928 -0.38
O -0.47803 -2.01431 -0.00239 -0.77
C -0.56281 2.95736 -1.68711 -0.77
Br -4.45489 -5.35479 0.67537 -0.23
S 0.20137 0.60226 1.60854 -0.73
H 1.46014 1.81653 -3.40641 0.29
H -1.86500 1.87028 -4.47216 0.39
H -2.44453 4.07962 0.22969 0.30
C -3.90746 -1.51312 -0.85917 -0.28
O -1.92535 -0.17670 -1.07491 -0.08
F 2.70627 -2.42864 -2.92343 -0.37
C -1.72152 2.26598 -3.48342 -0.50
Br -6.35755 -3.00408 -0.67803 -0.24
H -3.64134 2.21642 -2.41558 0.54
N -0.46280 2.54430 -2.98080 0.43
F 2.65764 -0.25878 -3.62876 -0.38
```

---

These records have energy relative to the best compared isomer or geometry (same formula, charge and spin) values of 1.16 8.40 168.01 0.00 kcal per mole, in the order they appear.
These records have largest force on an atom values of 0.635 3.174 11.120 0.933 eV Å⁻¹, in the order they appear.